[1]
Below is a structure of composition C37H47BN8O2S4Sc in a non-equilibrium geometry, with properties calculated with ωB97M-V with the def2-TZVPD basis set.

Atoms and positions in Å:
Sc  -0.675  1.531  0.255
C  -2.934  -5.427  1.671
C  -2.942  -3.901  1.585
C  -3.566  -3.320  2.854
C  -3.747  -3.498  0.349
N  -1.558  -3.401  1.476
C  -0.432  -4.176  1.625
C  0.646  -3.369  1.544
N  0.208  -2.086  1.334
B  1.060  -0.841  1.113
N  1.996  -0.952  -0.091
C  2.192  -2.029  -0.914
C  2.771  -1.587  -2.047
N  2.927  -0.223  -1.954
C  2.443  0.157  -0.747
S  2.377  1.687  -0.027
C  3.364  0.537  -3.142
C  2.367  0.243  -4.272
C  3.394  2.040  -2.899
C  4.771  0.063  -3.520
N  1.775  -0.381  2.378
C  2.889  -0.972  2.916
C  3.309  -0.208  3.943
N  2.459  0.867  4.054
C  1.530  0.757  3.076
S  0.217  1.807  2.795
C  2.816  2.010  4.917
C  3.433  1.472  6.216
C  3.839  2.824  4.120
C  1.613  2.873  5.282
C  -1.153  -2.115  1.311
S  -2.165  -0.759  1.123
H  -3.962  -5.779  1.673
H  -2.467  -5.778  2.587
H  -2.437  -5.869  0.810
H  -4.592  -3.664  2.943
H  -3.568  -2.236  2.813
H  -3.016  -3.641  3.735
H  -4.768  -3.846  0.468
H  -3.329  -3.947  -0.548
H  -3.764  -2.420  0.234
H  -0.460  -5.233  1.774
H  1.687  -3.602  1.635
H  0.263  0.046  0.792
H  1.898  -3.020  -0.642
H  3.084  -2.150  -2.900
H  1.367  0.565  -3.982
H  2.333  -0.814  -4.525
H  2.659  0.789  -5.165
H  2.409  2.405  -2.618
H  3.692  2.535  -3.822
H  4.107  2.294  -2.120
H  4.781  -0.989  -3.794
H  5.460  0.220  -2.692
H  5.123  0.639  -4.371
H  3.305  -1.872  2.516
H  4.145  -0.345  4.594
H  4.469  1.173  6.083
H  2.858  0.629  6.595
H  3.416  2.254  6.969
H  4.676  2.196  3.819
H  4.222  3.645  4.719
H  3.375  3.227  3.222
H  0.789  2.260  5.634
H  1.271  3.460  4.437
H  1.903  3.557  6.075
C  -1.747  -4.531  -4.552
C  -1.669  -3.145  -4.005
C  -1.225  -2.914  -2.706
C  -1.133  -1.626  -2.210
C  -1.495  -0.562  -3.015
C  -1.960  -0.770  -4.301
C  -2.053  -2.060  -4.790
S  -1.140  1.093  -2.464
O  -0.922  1.932  -3.602
O  0.048  0.890  -1.585
N  -2.164  1.674  -1.371
C  -2.736  2.910  -1.620
C  -3.333  3.294  -2.807
C  -3.844  4.587  -2.960
C  -3.841  5.479  -1.920
C  -3.268  5.126  -0.683
C  -3.246  5.975  0.442
C  -2.607  5.562  1.581
C  -1.940  4.332  1.594
N  -1.932  3.498  0.565
C  -2.643  3.856  -0.550
H  -1.277  -5.239  -3.877
H  -1.261  -4.598  -5.524
H  -2.788  -4.814  -4.684
H  -0.954  -3.752  -2.080
H  -0.761  -1.426  -1.213
H  -2.216  0.087  -4.903
H  -2.407  -2.225  -5.797
H  -3.393  2.591  -3.625
H  -4.256  4.873  -3.917
H  -4.266  6.465  -2.030
H  -3.736  6.935  0.388
H  -2.591  6.174  2.468
H  -1.400  4.018  2.481

Summary:
HOMO-LUMO gap, eV: 7.2
Spin multiplicity: 1
Total charge: +1
HOMO energy, eV: -9.89
Calculated total energy, eV: -119869.1299
ΔE to the lowest compared entry with this formula, charge and spin, kcal/mol: 0.43



[2]
Below is a cluster of 13 separate species, C25H80N20O13 in total in a non-equilibrium geometry, with properties calculated with ωB97M-V with the def2-TZVPD basis set.

Atoms and positions in Å:
C  4.286  1.331  -2.479
O  3.450  1.764  -1.493
H  3.975  0.542  -3.164
H  4.563  2.263  -2.972
H  5.192  0.934  -2.021
H  2.916  2.419  -1.947
C  0.151  -0.414  0.932
O  -0.787  -1.149  0.868
N  0.947  -0.294  1.906
N  0.633  0.367  0.006
H  1.740  0.313  2.057
H  0.740  -0.996  2.602
H  1.423  0.985  0.126
H  -0.035  0.815  -0.605
C  4.002  1.520  2.119
O  2.843  1.625  1.772
N  4.393  1.851  3.384
N  5.015  1.390  1.325
H  5.353  1.727  3.672
H  3.770  2.119  4.132
H  4.799  1.471  0.342
H  5.930  1.571  1.712
C  0.038  3.465  2.366
O  -0.160  4.595  2.711
N  0.368  2.502  3.166
N  -0.325  3.082  1.143
H  0.497  2.798  4.123
H  0.684  1.618  2.794
H  0.023  2.216  0.756
H  -0.373  3.886  0.534
C  -0.938  -4.813  2.147
O  -1.358  -4.330  3.154
N  -0.720  -6.035  2.089
N  -0.630  -4.200  1.113
H  -0.325  -6.538  1.307
H  -0.984  -6.616  2.872
H  -0.494  -3.201  1.157
H  -0.605  -4.778  0.285
C  3.545  4.972  0.179
O  3.687  6.085  -0.386
N  2.422  4.313  0.195
N  4.513  4.478  0.879
H  2.341  3.360  0.521
H  1.604  4.782  -0.167
H  5.382  4.993  0.891
H  4.387  3.552  1.263
C  1.499  -0.509  -4.435
O  2.583  -0.896  -4.728
N  0.442  -0.723  -5.065
N  1.147  0.223  -3.436
H  -0.269  -0.006  -5.024
H  0.704  -1.079  -5.973
H  1.722  0.530  -2.665
H  0.174  0.495  -3.462
C  -2.085  2.339  -1.736
O  -0.877  1.956  -1.577
N  -2.675  3.098  -0.843
N  -2.878  1.981  -2.659
H  -3.610  3.426  -1.039
H  -2.107  3.421  -0.072
H  -3.861  2.186  -2.543
H  -2.536  1.445  -3.443
C  0.206  -3.024  -2.044
O  1.224  -3.356  -1.635
N  -0.057  -3.410  -3.242
N  -0.780  -2.424  -1.488
H  0.650  -3.743  -3.882
H  -0.944  -3.220  -3.686
H  -0.648  -2.163  -0.521
H  -1.701  -2.367  -1.899
C  2.352  -3.929  5.172
C  2.295  -2.562  4.603
C  3.375  -2.322  3.461
O  4.645  -2.966  3.732
C  5.430  -3.171  2.529
N  0.906  -2.246  4.107
H  1.647  -4.142  5.976
H  3.354  -4.293  5.399
H  2.016  -4.623  4.401
H  2.501  -1.891  5.437
H  3.457  -1.261  3.226
H  3.024  -2.916  2.617
H  6.433  -3.433  2.867
H  5.445  -2.180  2.076
H  5.041  -3.909  1.827
H  0.283  -2.409  4.885
H  0.774  -3.043  3.501
C  0.643  4.128  -5.220
C  1.904  3.663  -4.294
C  2.913  4.852  -4.232
O  3.405  5.311  -5.470
C  4.714  4.835  -5.807
N  1.532  3.124  -2.954
H  0.069  3.265  -5.558
H  1.084  4.548  -6.124
H  0.023  4.888  -4.746
H  2.299  2.817  -4.856
H  3.722  4.746  -3.509
H  2.418  5.706  -3.770
H  5.033  4.935  -6.844
H  4.710  3.779  -5.537
H  5.467  5.163  -5.091
H  0.769  2.463  -2.934
H  1.140  3.880  -2.412
C  -8.021  -0.625  5.009
C  -6.461  -0.432  5.131
C  -5.788  -0.478  3.694
O  -4.379  -0.435  3.982
C  -3.635  -0.475  2.772
N  -6.200  0.947  5.663
H  -8.474  0.108  4.342
H  -8.486  -0.476  5.984
H  -8.295  -1.591  4.585
H  -6.084  -1.305  5.664
H  -6.144  0.348  3.078
H  -6.139  -1.416  3.264
H  -4.002  -1.294  2.154
H  -2.631  -0.784  3.064
H  -3.748  0.403  2.136
H  -6.902  1.500  5.193
H  -5.393  1.369  5.226
C  -4.934  -4.530  -0.731
C  -3.824  -3.589  -1.275
C  -4.166  -3.057  -2.735
O  -3.001  -2.672  -3.355
C  -3.244  -2.139  -4.609
N  -3.772  -2.462  -0.402
H  -4.686  -5.117  0.153
H  -4.984  -5.302  -1.499
H  -5.819  -3.897  -0.667
H  -2.817  -4.004  -1.236
H  -4.855  -2.213  -2.740
H  -4.755  -3.772  -3.308
H  -2.394  -2.088  -5.290
H  -3.462  -1.097  -4.377
H  -3.987  -2.672  -5.203
H  -3.435  -1.576  -0.750
H  -3.108  -2.504  0.359

Summary:
HOMO-LUMO gap (alpha / beta), eV: 1.9 / 8.2
Spin multiplicity: 2
Total charge: -1
HOMO energy (alpha / beta), eV: -0.39 / -6.69
Calculated total energy, eV: -83641.0952



[3]
Below is an isolated molecule of C8H10ClN3O3 in a non-equilibrium geometry, with properties calculated with ωB97M-V with the def2-TZVPD basis set.

Atoms and positions in Å:
O  -2.491  -2.107  -2.550
N  -2.101  -1.437  -1.638
O  -2.804  -1.045  -0.718
N  -0.888  -0.880  -1.684
C  -0.026  -1.538  -2.395
C  1.213  -0.945  -2.753
C  1.682  0.315  -2.431
Cl  3.260  0.771  -2.944
N  0.748  1.284  -2.029
C  0.485  1.373  -0.807
O  1.049  0.668  0.227
C  0.616  0.939  1.539
C  -0.880  0.994  1.795
C  -0.606  0.432  3.232
C  0.712  -0.173  2.536
H  -0.182  -2.556  -2.791
H  1.899  -1.675  -3.112
H  -0.432  1.985  -0.668
H  1.146  1.757  1.825
H  -1.352  0.197  1.260
H  -1.366  1.909  1.503
H  -0.438  1.293  3.812
H  -1.406  -0.168  3.703
H  1.661  -0.302  3.147
H  0.501  -1.092  1.939

Summary:
HOMO-LUMO gap (alpha / beta), eV: 8.4 / 8.4
Spin multiplicity: 1
SMILES: O=[N+]([O-])/N=C/C=C(Cl)\N=C/OC1CCC1
HOMO energy (alpha / beta), eV: -9.45 / -9.45
Calculated total energy, eV: -31586.9326
ΔE to the lowest compared entry with this formula, charge and spin, kcal/mol: 61.43